No. 1
A molecular structure, CHCuF3NO5S2. Source: the Open Molecules 2025 dataset; level of theory: wB97M-V/def2-TZVPD.

Summary:
* frontier orbital gap: 0.2213 Eh
* E_HOMO: -0.33 eV

Geometry as ORCA input:
```
! RIJCOSX wB97M-V def2-TZVPD def2/J DEFGRID3
* xyz -2 1
O -1.953 0.324 2.467
Cu -2.402 1.083 0.560
H -0.920 0.523 2.669
N 0.758 0.465 0.764
S 0.655 2.024 -0.072
O -0.774 2.513 0.188
O 1.631 2.808 0.784
S -0.029 -0.792 0.159
O -1.344 -0.517 -0.501
O 0.132 -2.032 0.954
C 0.951 -1.325 -1.383
F 1.156 -0.307 -2.225
F 2.146 -1.822 -1.052
F 0.290 -2.271 -2.060
*
```

No. 2
4 unconnected molecules or ions with the total composition C3H14N2O4. Source: the Open Molecules 2025 dataset; level of theory: wB97M-V/def2-TZVPD.

Summary:
* energy relative to the best compared isomer or geometry (same formula, charge and spin): 55.6 kJ/mol
* frontier orbital gap: 0.3730 Eh
* E_HOMO: -9.52 eV

Geometry as ORCA input:
```
! RIJCOSX wB97M-V def2-TZVPD def2/J DEFGRID3
* xyz 0 1
C 1.116 1.314 -1.623
N 0.336 0.272 -0.965
C 1.210 -0.474 -0.059
C 0.396 -1.548 0.645
N 0.177 -2.661 -0.099
O 0.084 -1.465 1.820
H 2.048 0.955 -2.057
H 1.346 2.138 -0.943
H 0.529 1.681 -2.469
H -0.377 0.644 -0.390
H 1.648 0.150 0.732
H 2.068 -0.943 -0.533
H 0.255 -2.551 -1.091
H -0.331 -3.441 0.283
O -2.251 -0.340 -2.876
H -2.382 -1.206 -2.471
H -1.449 -0.056 -2.411
O -0.629 0.697 3.346
H -1.405 0.155 3.531
H 0.017 -0.017 3.237
O -0.824 2.114 1.101
H -0.208 1.801 1.781
H -1.374 2.780 1.511
*
```

No. 3
2 unconnected molecules or ions with the total composition C10H18N3O. Source: the Open Molecules 2025 dataset; level of theory: wB97M-V/def2-TZVPD.

Summary:
* energy relative to the best compared isomer or geometry (same formula, charge and spin): 369.7 kJ/mol
* frontier orbital gap: 0.2732 Eh
* E_HOMO: -11.24 eV

Geometry as ORCA input:
```
! RIJCOSX wB97M-V def2-TZVPD def2/J DEFGRID3
* xyz 1 1
C -0.471 2.657 3.124
C -1.255 -1.219 1.854
C -0.440 -1.179 3.029
C -1.826 -0.129 1.219
C -0.119 0.169 3.430
C -1.519 1.170 1.583
C -0.714 1.232 2.700
O -1.410 -2.557 1.432
H -0.032 -1.864 3.640
H -2.135 -2.672 0.875
H -2.618 -0.393 0.577
H 0.515 0.250 4.430
H -1.836 2.103 1.125
H 0.187 2.721 4.070
H -1.197 3.318 3.395
H 0.025 3.148 2.358
C 0.823 -1.775 -2.168
C 0.368 -2.264 -3.541
C 1.201 0.649 -1.901
N 0.236 -0.371 -1.920
N 2.224 0.713 -2.810
N 0.724 1.947 -1.567
H 0.529 -2.520 -1.359
H 1.985 -1.854 -2.080
H 0.935 -1.604 -4.163
H -0.680 -2.175 -3.680
H -0.428 -0.298 -1.132
H 2.359 -0.076 -3.398
H 2.826 1.460 -3.014
H -0.030 2.019 -1.000
H 1.340 2.801 -1.398
H 0.438 -3.408 -3.713
*
```

No. 4
C2H7N5 in the gas phase. Source: the Open Molecules 2025 dataset; level of theory: wB97M-V/def2-TZVPD.

Summary:
* energy relative to the best compared isomer or geometry (same formula, charge and spin): 580.1 kJ/mol
* frontier orbital gap: 0.3305 Eh
* E_HOMO: -8.31 eV

Geometry as ORCA input:
```
! RIJCOSX wB97M-V def2-TZVPD def2/J DEFGRID3
* xyz 0 1
C 2.626 1.036 -0.271
C -1.405 0.500 -0.194
N 2.807 -0.193 0.043
N 1.807 -1.098 0.116
N 0.020 0.348 -0.006
N 0.574 -0.749 0.040
N -0.178 -1.872 0.018
H 3.469 1.563 -0.595
H 1.593 1.512 -0.258
H -2.064 -0.406 0.010
H -1.698 1.502 0.243
H -1.712 0.625 -1.335
H 0.298 -2.710 0.154
H -1.119 -1.940 -0.128
*
```